{
  "formula": "CH3ClIN",
  "method": "wB97M-V/def2-TZVPD",
  "mol_weight_g_mol": 191.40,
  "homo_lumo_gap_ev": 8.05,
  "largest_force_ev_per_a": 5.15,
  "lumo_energy_ev": -1.287,
  "e_above_lowest_kcal_mol": 64.7,
  "total_energy_ha": -852.41630,
  "species": ["I", "Cl", "N", "C", "H", "H", "H"],
  "coordinates": [[0.3796, -0.9024, 3.1692], [1.1656, -2.4964, 0.7490], [-0.1933, 1.1483, -1.2307], [0.2603, -1.1702, 1.1169], [-0.6028, 0.7254, -2.1036], [-0.4886, 0.5598, -0.5586], [-0.5207, 2.1355, -1.1422]],
  "atomic_forces_ev_per_a": [[-0.18, 0.39, 0.54], [0.66, -1.02, -0.78], [0.46, 2.46, -4.50], [-0.52, 0.60, 0.26], [0.66, 1.02, 1.02], [-1.24, -1.93, 3.38], [0.15, -1.52, 0.09]]
}

---

{
  "formula": "CH3ClN2",
  "method": "wB97M-V/def2-TZVPD",
  "mol_weight_g_mol": 78.50,
  "homo_lumo_gap_ev": [8.46, 9.34],
  "largest_force_ev_per_a": 6.25,
  "lumo_energy_ev": [0.384, 0.523],
  "e_above_lowest_kcal_mol": 113.5,
  "total_energy_ha": -609.45189,
  "species": ["Cl", "N", "N", "C", "H", "H", "H"],
  "coordinates": [[0.9212, -1.8729, 1.0610], [0.3440, 0.9131, -1.6208], [0.2282, 1.2281, -0.4416], [-0.3743, -0.7404, 1.0262], [-0.3187, 0.0642, 1.6812], [-1.3297, -1.2124, 0.5513], [0.5292, 1.6202, -2.2572]],
  "atomic_forces_ev_per_a": [[-0.15, 0.38, 0.04], [-1.08, -1.76, 5.90], [0.40, -0.86, -4.14], [-1.52, -2.66, -2.19], [-0.16, 0.98, 1.03], [1.87, 1.41, 1.13], [0.64, 2.51, -1.76]]
}

---

{
  "formula": "CH3ClN2O2",
  "method": "wB97M-V/def2-TZVPD",
  "mol_weight_g_mol": 110.50,
  "homo_lumo_gap_ev": [8.97, 7.31],
  "largest_force_ev_per_a": 3.18,
  "lumo_energy_ev": [0.177, -0.890],
  "e_above_lowest_kcal_mol": 68.4,
  "total_energy_ha": -759.90247,
  "species": ["Cl", "O", "O", "N", "N", "C", "H", "H", "H"],
  "coordinates": [[3.4099, 0.7670, 0.6001], [0.9550, 0.9996, 1.4159], [0.4890, -1.2842, -0.4557], [-0.7450, -0.9152, -0.3054], [-1.3850, 0.1098, -0.9245], [1.7660, 0.2700, 0.9799], [-0.9312, 0.9220, -1.2225], [-2.4008, 0.1835, -0.7554], [-1.1578, -1.0524, 0.6676]],
  "atomic_forces_ev_per_a": [[0.54, -0.08, -0.22], [0.37, -0.88, -0.38], [-2.04, 1.36, -0.35], [0.54, -1.35, 2.83], [-1.77, -0.52, -0.78], [-1.01, 0.88, 0.52], [1.17, 1.07, -0.21], [1.30, -0.33, 0.00], [0.89, -0.17, -1.42]]
}

---

{
  "formula": "CH3ClN2O2",
  "method": "wB97M-V/def2-TZVPD",
  "mol_weight_g_mol": 110.50,
  "homo_lumo_gap_ev": 8.88,
  "largest_force_ev_per_a": 3.51,
  "lumo_energy_ev": -1.593,
  "e_above_lowest_kcal_mol": 102.4,
  "total_energy_ha": -759.84826,
  "species": ["Cl", "O", "O", "N", "N", "C", "H", "H", "H"],
  "coordinates": [[-4.4413, -0.7554, 0.3034], [-3.0209, 1.9383, -0.2896], [-2.7171, -0.2580, 0.1569], [-2.1825, 1.1053, -0.1788], [-0.9643, 1.2261, -0.3138], [-0.0338, 0.1255, -0.1223], [-0.3444, -0.6037, -0.7688], [0.8894, 0.5148, -0.2223], [-0.1210, -0.1339, 0.8506]],
  "atomic_forces_ev_per_a": [[2.29, 1.66, -0.42], [-0.86, 0.72, -0.09], [-0.02, -2.02, 0.42], [-0.74, 0.56, -0.23], [-0.48, 0.20, 0.11], [-3.03, 1.68, -0.36], [0.02, -2.33, -1.56], [3.09, 1.06, -1.01], [-0.27, -1.53, 3.15]]
}

---

{
  "formula": "CH3ClN2O2",
  "method": "wB97M-V/def2-TZVPD",
  "mol_weight_g_mol": 110.50,
  "homo_lumo_gap_ev": 9.93,
  "largest_force_ev_per_a": 5.58,
  "lumo_energy_ev": -0.776,
  "e_above_lowest_kcal_mol": 69.9,
  "total_energy_ha": -759.90007,
  "species": ["Cl", "O", "O", "N", "N", "C", "H", "H", "H"],
  "coordinates": [[1.2607, 1.7905, -0.0046], [0.4940, -1.8427, -0.2570], [2.2376, -0.6616, 0.0782], [1.0526, -0.8401, 0.0591], [0.2410, 0.2866, 0.4334], [-1.0420, 0.3036, -0.0221], [-1.2290, -0.2338, -0.9052], [-1.6141, -0.0626, 0.7584], [-1.4008, 1.2600, -0.1403]],
  "atomic_forces_ev_per_a": [[-1.62, -1.53, 0.49], [-1.30, -0.92, 0.10], [0.41, -0.23, 0.40], [0.88, 1.18, -0.58], [5.24, 1.82, 0.58], [-1.59, -0.69, -0.75], [-0.07, -0.83, -1.29], [-1.55, -1.20, 1.42], [-0.40, 2.39, -0.36]]
}

---

{
  "formula": "CH3ClN2O2",
  "method": "wB97M-V/def2-TZVPD",
  "mol_weight_g_mol": 110.50,
  "homo_lumo_gap_ev": 8.01,
  "largest_force_ev_per_a": 3.78,
  "lumo_energy_ev": -2.236,
  "e_above_lowest_kcal_mol": 100.9,
  "total_energy_ha": -759.85057,
  "species": ["Cl", "O", "O", "N", "N", "C", "H", "H", "H"],
  "coordinates": [[-5.2903, 0.1363, 0.0738], [-3.6100, -0.6075, -0.1914], [-2.3834, 1.2436, -0.0748], [-1.3946, -0.7865, 0.0428], [-2.3610, 0.0430, -0.0446], [-0.1021, -0.2379, 0.0896], [0.2727, 0.0337, -1.0320], [0.5985, -0.9341, 0.5855], [0.0253, 0.6584, 0.6852]],
  "atomic_forces_ev_per_a": [[3.28, -0.30, -0.19], [-1.83, -1.63, -0.11], [0.28, 0.80, 0.08], [-3.77, -0.08, 0.12], [1.36, 0.34, 0.36], [2.47, 1.16, -2.03], [-0.71, -0.70, 2.59], [-0.52, -0.15, -0.78], [-0.55, 0.56, -0.04]]
}

---

{
  "formula": "CH3ClO",
  "method": "wB97M-V/def2-TZVPD",
  "mol_weight_g_mol": 66.49,
  "homo_lumo_gap_ev": [8.88, 7.96],
  "spin_multiplicity": 3,
  "largest_force_ev_per_a": 4.44,
  "lumo_energy_ev": [0.670, -2.271],
  "e_above_lowest_kcal_mol": 33.6,
  "total_energy_ha": -575.10976,
  "s_squared": 2.009,
  "species": ["Cl", "O", "C", "H", "H", "H"],
  "coordinates": [[1.3710, -0.9433, -1.5108], [0.1236, -0.0552, -1.6970], [-0.3469, 0.2410, 0.7523], [0.5756, -0.1105, 0.9842], [-1.3133, -0.4034, 0.5943], [-0.4100, 1.2714, 0.8769]],
  "atomic_forces_ev_per_a": [[0.63, -0.46, -0.10], [-0.41, 0.33, -0.60], [-4.26, -1.21, -0.18], [2.31, -1.67, 0.52], [2.37, 1.38, 0.39], [-0.63, 1.63, -0.03]]
}

---

{
  "formula": "CH3ClOS2",
  "method": "wB97M-V/def2-TZVPD",
  "mol_weight_g_mol": 130.62,
  "homo_lumo_gap_ev": [6.49, 6.05],
  "largest_force_ev_per_a": 2.80,
  "lumo_energy_ev": [-3.256, -3.418],
  "e_above_lowest_kcal_mol": 52.7,
  "total_energy_ha": -1371.60998,
  "species": ["Cl", "S", "S", "O", "C", "H", "H", "H"],
  "coordinates": [[-3.1771, -1.7821, -0.2093], [-2.7361, 1.2757, 0.1840], [-1.1782, 1.2152, -1.1786], [-2.2207, 1.4830, 1.5071], [-0.2182, -0.0262, -0.2910], [0.5950, -0.1954, -0.9473], [-0.6518, -1.1096, -0.0521], [0.2870, 0.2643, 0.6146]],
  "atomic_forces_ev_per_a": [[0.19, 1.66, 0.28], [-0.14, -1.22, -1.11], [-0.75, -0.84, 1.09], [0.15, -0.30, 0.38], [0.09, -2.52, 0.85], [0.87, -0.26, -0.98], [-0.08, 2.63, -0.95], [-0.33, 0.85, 0.44]]
}

---

{
  "formula": "CH3ClOSi",
  "method": "wB97M-V/def2-TZVPD",
  "mol_weight_g_mol": 94.57,
  "homo_lumo_gap_ev": 9.84,
  "largest_force_ev_per_a": 2.62,
  "lumo_energy_ev": 0.294,
  "e_above_lowest_kcal_mol": 13.5,
  "total_energy_ha": -864.81545,
  "species": ["Cl", "Si", "O", "C", "H", "H", "H"],
  "coordinates": [[-1.0509, -0.2466, 2.0543], [-0.4743, 0.4887, 0.2735], [0.8651, -1.8510, -0.2984], [0.5655, -0.7357, -0.5788], [1.0003, -0.0973, -1.3622], [0.4860, 1.6378, 0.6513], [-1.3918, 0.8042, -0.7398]],
  "atomic_forces_ev_per_a": [[-0.73, -0.19, 0.56], [1.24, 1.08, 2.04], [0.46, -1.21, -0.30], [0.23, 0.91, 0.41], [0.90, -0.57, -1.32], [-0.74, -0.67, -0.61], [-1.36, 0.64, -0.77]]
}

---

{
  "formula": "CH3ClOSi",
  "method": "wB97M-V/def2-TZVPD",
  "mol_weight_g_mol": 94.57,
  "homo_lumo_gap_ev": [7.68, 7.68],
  "largest_force_ev_per_a": 3.05,
  "lumo_energy_ev": [-0.683, -0.684],
  "e_above_lowest_kcal_mol": 114.2,
  "total_energy_ha": -864.65506,
  "species": ["Cl", "Si", "O", "C", "H", "H", "H"],
  "coordinates": [[0.0806, 0.8545, -3.5622], [-0.2039, -1.0365, 1.7002], [-0.2188, -0.2641, 0.4322], [0.1378, 1.8033, -2.2140], [0.9747, -1.3728, 2.6789], [-1.4650, -1.3154, 2.3769], [0.6945, 1.3309, -1.4120]],
  "atomic_forces_ev_per_a": [[0.24, -0.66, -0.21], [0.66, -0.67, 2.90], [0.44, 0.85, -1.91], [-0.63, 1.46, 0.29], [-0.81, 0.20, -1.16], [-0.27, -0.35, 0.11], [0.36, -0.83, -0.02]]
}

---

{
  "formula": "CH3CrMgO2",
  "method": "wB97M-V/def2-TZVPD",
  "charge": -1,
  "mol_weight_g_mol": 123.33,
  "homo_lumo_gap_ev": [6.20, 4.97],
  "spin_multiplicity": 5,
  "largest_force_ev_per_a": 0.88,
  "lumo_energy_ev": [3.080, 3.416],
  "total_energy_ha": -1434.92858,
  "s_squared": 6.316,
  "species": ["Cr", "Mg", "O", "O", "C", "H", "H", "H"],
  "coordinates": [[-0.5918, -1.6061, 1.8850], [-0.8031, -0.6150, -1.0705], [0.3347, -0.5524, 0.6406], [0.1049, 1.1038, -0.8983], [0.6695, 0.7840, 0.3208], [-1.8295, -1.4189, -2.2904], [1.7805, 0.8304, 0.2855], [0.3348, 1.4744, 1.1274]],
  "atomic_forces_ev_per_a": [[-0.31, -0.32, 0.61], [0.10, 0.34, -0.06], [-0.08, -0.38, -0.56], [-0.09, -0.32, 0.22], [0.33, 0.76, -0.30], [0.27, 0.13, 0.26], [-0.21, 0.06, -0.02], [-0.01, -0.27, -0.16]]
}

---

{
  "formula": "CH3F2N2P",
  "method": "wB97M-V/def2-TZVPD",
  "mol_weight_g_mol": 112.02,
  "homo_lumo_gap_ev": 9.86,
  "largest_force_ev_per_a": 4.55,
  "lumo_energy_ev": 0.564,
  "e_above_lowest_kcal_mol": 27.6,
  "total_energy_ha": -690.49322,
  "species": ["P", "F", "F", "N", "N", "C", "H", "H", "H"],
  "coordinates": [[-0.2304, 1.3231, 1.4745], [-1.6273, 1.8569, 0.9617], [-0.8111, 0.1536, 2.4824], [1.4668, 0.1297, 0.1409], [-0.2633, -0.9617, -1.1724], [0.2726, -0.0142, -0.1739], [-1.2200, -0.6669, -1.5716], [0.2652, -1.6176, -1.7196], [2.1476, -0.2028, -0.4221]],
  "atomic_forces_ev_per_a": [[-0.92, -3.66, -1.85], [-0.39, 0.42, 0.28], [0.63, 1.30, -0.79], [-0.30, 1.97, 2.14], [-2.62, 3.40, 1.49], [-2.13, -0.74, 0.01], [2.39, -0.92, 0.92], [0.52, 0.27, 0.08], [2.82, -2.05, -2.26]]
}

---

{
  "formula": "CH3F2N3",
  "method": "wB97M-V/def2-TZVPD",
  "mol_weight_g_mol": 95.05,
  "homo_lumo_gap_ev": [8.04, 8.90],
  "largest_force_ev_per_a": 4.31,
  "lumo_energy_ev": [-1.410, -1.140],
  "e_above_lowest_kcal_mol": 111.5,
  "total_energy_ha": -403.61842,
  "species": ["F", "F", "N", "N", "N", "C", "H", "H", "H"],
  "coordinates": [[2.0746, -1.2168, -0.3225], [-1.5242, -2.8290, -0.0909], [2.5932, -0.0282, 0.2952], [1.4421, 0.6714, 0.1333], [-0.7425, -0.4781, 0.1840], [0.1736, 0.2147, 0.0798], [-1.1022, -2.1002, -0.5245], [1.4979, 1.5219, 0.7028], [1.1866, 1.3676, -1.2531]],
  "atomic_forces_ev_per_a": [[1.54, -0.50, 0.09], [0.32, -0.01, -0.69], [-2.52, -1.41, -0.78], [1.26, 4.09, -0.53], [0.20, 1.52, -0.41], [-0.58, -2.48, 0.97], [-0.68, -0.77, 0.70], [0.08, -0.02, -0.31], [0.38, -0.41, 0.95]]
}

---

{
  "formula": "CH3F2N3",
  "method": "wB97M-V/def2-TZVPD",
  "mol_weight_g_mol": 95.05,
  "homo_lumo_gap_ev": 10.02,
  "largest_force_ev_per_a": 4.03,
  "lumo_energy_ev": 0.197,
  "e_above_lowest_kcal_mol": 73.8,
  "total_energy_ha": -403.67849,
  "species": ["F", "F", "N", "N", "N", "C", "H", "H", "H"],
  "coordinates": [[1.8453, 1.4206, 0.4808], [-1.6730, 0.1492, 0.8332], [0.8746, -1.9665, 0.0359], [-1.5678, 1.1680, -0.1301], [1.5254, 0.3356, -0.3001], [1.3082, -0.8128, 0.0138], [-1.2863, 0.6653, -1.0040], [-2.3252, 1.8297, -0.2273], [1.2990, -2.7890, 0.2976]],
  "atomic_forces_ev_per_a": [[-0.48, -1.03, 0.44], [-0.94, 0.64, -0.24], [-1.09, 3.87, -0.22], [2.61, -0.44, -1.44], [0.87, 1.56, -1.78], [-0.85, -2.63, 1.25], [-0.83, 0.75, 1.13], [-0.85, -0.93, 0.56], [1.55, -1.80, 0.31]]
}

---

{
  "formula": "CH3F2OP",
  "method": "wB97M-V/def2-TZVPD",
  "mol_weight_g_mol": 100.00,
  "homo_lumo_gap_ev": 9.97,
  "largest_force_ev_per_a": 2.70,
  "lumo_energy_ev": 0.456,
  "e_above_lowest_kcal_mol": 64.7,
  "total_energy_ha": -656.19950,
  "species": ["P", "F", "F", "O", "C", "H", "H", "H"],
  "coordinates": [[-0.3273, -0.4160, -0.8469], [-1.0779, -0.7200, 1.8115], [0.3777, 0.8872, 1.4237], [0.7041, 0.7280, -1.2878], [-0.0242, -0.3581, 1.0217], [0.9804, 0.5244, -2.2281], [-1.4724, 0.2862, -0.9731], [0.8397, -0.9316, 1.0791]],
  "atomic_forces_ev_per_a": [[-0.31, -2.18, 0.41], [0.71, -0.30, -0.59], [-0.31, 0.15, 0.10], [1.55, 0.63, -2.12], [-1.24, 2.13, -1.01], [-0.16, 0.47, 1.68], [-1.55, 0.87, 0.38], [1.32, -1.78, 1.16]]
}

---

{
  "formula": "CH3F2PS",
  "method": "wB97M-V/def2-TZVPD",
  "mol_weight_g_mol": 116.07,
  "homo_lumo_gap_ev": 10.03,
  "largest_force_ev_per_a": 2.97,
  "lumo_energy_ev": 0.343,
  "e_above_lowest_kcal_mol": 77.4,
  "total_energy_ha": -979.10890,
  "species": ["S", "P", "F", "F", "C", "H", "H", "H"],
  "coordinates": [[-2.0368, 1.0264, -0.4265], [0.1262, -1.3580, 0.6222], [-0.3110, -0.1863, -2.0618], [0.6697, 1.1487, -0.7360], [-0.3711, 0.2981, -0.8039], [1.5193, -1.0715, 0.3480], [0.1556, -0.4864, 1.8469], [-2.4967, 0.9109, -1.7005]],
  "atomic_forces_ev_per_a": [[0.83, -0.30, -0.63], [0.08, 2.87, -0.78], [-0.50, -0.27, 0.14], [-0.41, 0.56, 0.33], [0.47, -1.98, 1.69], [-0.60, -0.26, 0.18], [-0.13, -0.71, -1.33], [0.25, 0.08, 0.41]]
}

---

{
  "formula": "CH3F3N2P",
  "method": "wB97M-V/def2-TZVPD",
  "charge": 1,
  "mol_weight_g_mol": 131.02,
  "homo_lumo_gap_ev": [8.29, 7.70],
  "largest_force_ev_per_a": 2.38,
  "lumo_energy_ev": [-7.095, -7.147],
  "e_above_lowest_kcal_mol": 107.8,
  "total_energy_ha": -790.01995,
  "species": ["P", "F", "F", "F", "N", "N", "C", "H", "H", "H"],
  "coordinates": [[1.9036, 1.1547, 0.4756], [-1.9198, 0.8514, 0.2411], [0.8919, 2.2216, -0.0205], [2.4588, 0.8459, -0.9768], [1.1408, -0.0631, 1.0343], [-1.4870, -1.1844, -0.6413], [-1.0993, -0.1524, 0.0171], [1.2447, -0.7232, 1.7473], [-0.7412, -1.8535, -0.8312], [-2.3924, -1.0969, -1.0456]],
  "atomic_forces_ev_per_a": [[0.47, -0.30, -1.66], [1.06, -1.71, -0.47], [-0.19, 0.15, 0.52], [0.06, 0.10, 0.91], [-1.58, 1.11, -1.39], [1.39, 1.54, 0.97], [0.24, 1.19, 0.96], [0.29, -0.97, 1.25], [-0.74, -0.27, -0.30], [-1.00, -0.84, -0.80]]
}

---

{
  "formula": "CH3FIN",
  "method": "wB97M-V/def2-TZVPD",
  "mol_weight_g_mol": 174.94,
  "homo_lumo_gap_ev": 10.65,
  "largest_force_ev_per_a": 4.79,
  "lumo_energy_ev": 0.870,
  "e_above_lowest_kcal_mol": 58.4,
  "total_energy_ha": -492.10504,
  "species": ["I", "F", "N", "C", "H", "H", "H"],
  "coordinates": [[-3.8111, -0.0025, 0.0394], [0.2224, 1.6723, 0.8610], [0.1228, 0.7093, -0.2511], [1.1715, 0.4995, -0.8296], [1.0455, -0.4456, -1.3238], [-2.7590, 0.7431, 0.8954], [2.0920, 1.0066, -0.5929]],
  "atomic_forces_ev_per_a": [[-0.92, -0.64, -0.72], [0.40, -0.46, -1.67], [-3.62, 0.91, 3.00], [2.34, -0.46, 0.06], [0.48, 0.03, -1.22], [0.95, 0.64, 0.71], [0.37, -0.01, -0.15]]
}

---

{
  "formula": "CH3FN2OS",
  "method": "wB97M-V/def2-TZVPD",
  "mol_weight_g_mol": 110.11,
  "homo_lumo_gap_ev": 8.06,
  "largest_force_ev_per_a": 3.30,
  "lumo_energy_ev": -1.482,
  "e_above_lowest_kcal_mol": 70.1,
  "total_energy_ha": -722.56704,
  "species": ["S", "F", "O", "N", "N", "C", "H", "H", "H"],
  "coordinates": [[3.2055, -0.2099, 0.6783], [-2.2042, 0.9276, 1.1159], [1.5923, 0.4145, -0.9667], [-0.8134, -0.5710, 0.1480], [1.7142, -0.3828, 0.3303], [-1.8393, 0.1203, 0.1104], [-2.4340, 0.2487, -0.7641], [1.0256, 0.0287, -1.6143], [-0.2467, -0.5762, 0.9622]],
  "atomic_forces_ev_per_a": [[-0.04, -0.38, 0.91], [-0.55, 0.28, 0.30], [1.13, 0.29, 2.00], [-1.35, -0.75, -1.47], [1.32, 1.39, -2.69], [1.40, 0.16, 0.52], [-0.68, 0.00, -0.39], [-1.44, -1.17, -0.12], [0.20, 0.18, 0.94]]
}

---

{
  "formula": "CH3FO2S",
  "method": "wB97M-V/def2-TZVPD",
  "mol_weight_g_mol": 98.10,
  "homo_lumo_gap_ev": [9.11, 9.10],
  "largest_force_ev_per_a": 5.09,
  "lumo_energy_ev": [-3.190, -3.194],
  "e_above_lowest_kcal_mol": 99.1,
  "total_energy_ha": -688.24890,
  "species": ["S", "F", "O", "O", "C", "H", "H", "H"],
  "coordinates": [[-0.0428, 0.9073, -0.3362], [-0.0985, -1.8659, -0.8403], [1.1161, 1.3120, -1.0815], [-0.8162, 1.8817, 0.3723], [0.2358, -0.4761, 0.8166], [-0.8188, 0.2203, -1.0960], [-0.6841, -0.9322, 1.1813], [1.1086, -1.0471, 0.9838]],
  "atomic_forces_ev_per_a": [[1.35, 1.70, 0.35], [0.51, 2.35, 2.50], [-0.44, -0.73, 0.79], [0.13, -0.24, 0.36], [-1.91, -2.77, -3.81], [-1.06, -1.08, -1.16], [0.05, 0.57, 0.45], [1.37, 0.20, 0.53]]
}